Below is C8H8 as an isolated structure, with properties calculated with the ωB97M-V functional and the def2-TZVPD basis.

ORCA input file:
```
! wB97M-V def2-TZVPD RIJCOSX def2/J DEFGRID3
* xyz 0 1
C -1.7640 0.9309 -1.7385
C -1.2391 0.2954 -0.6558
C -0.2933 0.9397 -1.6427
C 0.6646 0.1058 -0.9623
C 1.0910 1.5239 -1.2629
C -0.2216 -0.3704 0.1828
C -0.4695 -1.9373 0.3551
C 0.0879 0.1103 1.5932
H 1.7852 1.6522 -2.0259
H 1.2271 2.4704 -0.6064
H 0.4779 -2.2668 0.7316
H -0.5020 -2.3236 -0.6741
H -1.3211 -1.8815 0.9324
H 0.9620 -0.2756 1.8652
H -0.5909 -0.2636 2.2147
H 0.1057 1.2901 1.6936
*
```

Summary:
LUMO level = 0.010 Eh
HOMO-LUMO gap = 9.21 eV

Mulliken atomic charge list, values in e, 4 entries: atom 1 (C): -0.8959, atom 2 (C): -0.4798, atom 3 (C): 0.6134, atom 4 (C): -0.6705


Below is C8H8AlN2O5S as an isolated structure, with properties calculated with the ωB97M-V functional and the def2-TZVPD basis.

ORCA input file:
```
! wB97M-V def2-TZVPD RIJCOSX def2/J DEFGRID3
* xyz 3 1
O -0.4200 6.6235 -0.8368
C -0.4480 5.4831 -0.8743
Al 0.7417 1.1517 0.5010
O -0.7869 3.5419 2.1129
C -0.2695 2.7111 1.4934
C 0.7776 1.6770 -1.4798
O 0.7541 1.9652 -2.6026
C 2.0740 2.8160 0.5337
O 2.8094 3.7094 0.5953
C -1.1706 1.1224 -0.3200
O -2.2119 1.1617 -0.8371
C 0.3770 -3.0778 -1.3021
N 0.9723 -1.8920 -0.6555
C 0.7316 -1.7076 0.6600
S 1.7378 -0.5934 1.5500
N -0.2909 -2.3859 1.2689
C -1.6958 -2.0832 0.8506
H 0.3124 -3.8739 -0.5507
H 1.0229 -3.3871 -2.1294
H -0.6259 -2.8346 -1.6596
H 1.9487 -1.6884 -0.9200
H -0.1846 -2.3702 2.2856
H -2.1708 -3.0034 0.4746
H -2.2192 -1.7650 1.7619
H -1.7654 -1.3004 0.0801
*
```

Summary:
LUMO level = -0.531 Eh
HOMO-LUMO gap = 6.80 eV

Mulliken atomic charge list, values in e, 4 entries: atom 1 (O): -0.1009, atom 2 (C): 0.1278, atom 3 (Al): 0.1354, atom 4 (O): -0.0294


Below is C8H8AuF6N3PS as an isolated structure, with properties calculated with the ωB97M-V functional and the def2-TZVPD basis.

ORCA input file:
```
! wB97M-V def2-TZVPD RIJCOSX def2/J DEFGRID3
* xyz 2 2
Au -1.0954 0.3177 0.2561
S 0.8169 -0.7900 -2.5573
C 0.7879 0.8506 -2.1164
C 1.5738 1.6046 -3.0112
C 1.7404 2.9637 -2.7746
C 1.1042 3.5010 -1.6777
C 0.2993 2.6815 -0.8548
N 0.1217 1.3853 -1.0591
H 2.0638 1.1204 -3.8503
H 2.3569 3.5660 -3.4279
H 1.1915 4.5507 -1.4300
H -0.2332 3.1145 -0.0187
F 0.4563 -1.5619 -1.2401
P 2.7940 -1.9250 0.2608
F 4.0981 -2.0572 1.0105
F 3.2184 -2.1202 -1.2528
F 1.7394 -1.6016 1.3811
F 2.7344 -0.3650 -0.0861
F 2.2105 -3.3728 0.2128
N -3.2594 -2.2305 2.6925
C -3.7772 -1.0444 3.1531
C -3.1668 -0.0689 2.4394
N -2.2827 -0.6628 1.5535
C -2.3647 -1.9725 1.7377
H -3.4963 -3.1502 3.0326
H -4.5343 -1.0017 3.9152
H -3.2977 0.9963 2.4916
H -1.7998 -2.7278 1.2203
*
```

Summary:
LUMO level (alpha / beta) = -0.310 / -0.424 Eh
HOMO-LUMO gap (alpha / beta) = 7.12 / 4.01 eV

Mulliken atomic charge list, values in e, 4 entries: atom 1 (Au): 0.4467, atom 2 (S): 0.3726, atom 3 (C): 0.9946, atom 4 (C): -0.5971


Below is an isolated ion of composition C8H8BrN2 and charge +1, with properties calculated with the ωB97M-V functional and the def2-TZVPD basis.

ORCA input file:
```
! wB97M-V def2-TZVPD RIJCOSX def2/J DEFGRID3
* xyz 1 1
C 0.2132 1.1586 -0.9814
C -0.2413 -2.2554 1.2199
C 0.2132 -0.0883 -0.4828
C -0.4010 2.0727 -0.1727
C -0.5923 0.0491 0.7088
C -0.3168 3.3965 -0.2367
C 0.9528 -1.3051 -0.7929
C 0.5283 -2.4837 0.0353
N -0.8290 -0.8820 1.5559
N -0.8745 1.3532 0.8847
Br -1.2153 -3.1215 -0.7138
H 0.6930 1.3661 -1.8035
H -0.4191 -3.0313 1.9676
H -0.8343 3.9195 0.4818
H 0.1126 3.9334 -1.0051
H 0.9731 -1.4870 -1.8512
H 2.0759 -0.9371 -0.6316
H 1.1269 -3.4006 -0.0184
H -1.1654 1.7430 1.8360
*
```

Summary:
LUMO level (alpha / beta) = -0.206 / -0.206 Eh
HOMO-LUMO gap (alpha / beta) = 7.10 / 7.10 eV

Mulliken atomic charge list, values in e, 4 entries: atom 1 (C): -1.0882, atom 2 (C): -0.3254, atom 3 (C): 0.9149, atom 4 (C): 0.4250


Below is one molecule with the formula C8H8BrNO5, with properties calculated with the ωB97M-V functional and the def2-TZVPD basis.

ORCA input file:
```
! wB97M-V def2-TZVPD RIJCOSX def2/J DEFGRID3
* xyz 0 1
C -0.4229 1.0367 -1.3117
C -0.5845 1.3967 -0.0379
C 0.4919 -0.1270 -1.5168
C 0.6998 -1.0958 -0.3222
C 0.1641 0.9372 1.1476
C -0.6265 -1.7344 0.1547
C -1.1210 1.6145 -2.4372
C -0.5580 -2.4736 1.4339
N 1.4815 0.9752 1.2452
O 0.8865 -0.3201 -2.6628
O 1.7157 -1.6576 0.0023
O 1.9939 0.5536 2.4442
O 2.3407 1.4183 0.4662
O -1.6097 -1.7732 -0.5589
Br -1.9711 2.6742 0.4400
H -0.3538 0.4038 1.9846
H -1.9833 1.0313 -2.5056
H -0.6309 1.5580 -3.3370
H -1.3385 2.6066 -2.3115
H -1.5624 -2.6608 1.8673
H -0.0206 -1.7156 2.1182
H 0.0689 -3.3937 1.3964
H 2.9401 0.7458 2.3012
*
```

Summary:
SMILES = CC(=O)C(=O)C(=O)/C(C)=C(Br)\C=[N+](/[O-])O
LUMO level = -0.045 Eh
HOMO-LUMO gap = 8.34 eV

Mulliken atomic charge list, values in e, 4 entries: atom 1 (C): 1.0546, atom 2 (C): 0.2558, atom 3 (C): 0.5072, atom 4 (C): 0.4202


Below is one molecule with the formula C8H8BrP, with properties calculated with the ωB97M-V functional and the def2-TZVPD basis.

ORCA input file:
```
! wB97M-V def2-TZVPD RIJCOSX def2/J DEFGRID3
* xyz 0 1
C -0.7762 -0.9869 -2.0620
C -1.4164 -1.1241 0.6345
C 0.1490 -0.2064 -2.6978
C -0.7805 -0.6159 -0.5990
C -0.0126 0.5301 -0.3681
C -1.2053 -0.3110 1.6749
C 0.6796 0.8374 -1.6617
C 1.3770 0.7368 2.1743
P -0.2614 1.2181 1.3438
Br -1.9003 -0.5140 3.4584
H -1.2687 -1.9290 -2.3581
H -1.7129 -2.1278 0.7747
H 0.4937 -0.0620 -3.7335
H 1.6888 1.0722 -1.5112
H 0.3201 1.7369 -2.0703
H 1.3859 -0.2560 1.8465
H 1.0324 0.6235 3.1872
H 2.2078 1.3781 1.9678
*
```

Summary:
SMILES = Cp1c(Br)cc2c1CC=C2
LUMO level = 0.010 Eh
HOMO-LUMO gap = 8.42 eV

Mulliken atomic charge list, values in e, 4 entries: atom 1 (C): -0.7457, atom 2 (C): -0.5628, atom 3 (C): -0.4215, atom 4 (C): 0.7395


Below is C8H8Cl2N2O3RuSm as an isolated structure, with properties calculated with the ωB97M-V functional and the def2-TZVPD basis.

ORCA input file:
```
! wB97M-V def2-TZVPD RIJCOSX def2/J DEFGRID3
* xyz 4 11
Ru -0.1356 -0.7379 -5.2695
Sm 0.5340 1.3905 -0.7823
Cl -2.1555 -0.4545 -4.0186
Cl -0.8251 3.4041 -0.3863
C 1.9947 2.6313 0.5514
C 0.9914 -1.4630 -6.5498
C 0.4988 0.9591 -5.4008
O 2.9338 3.1042 1.0390
O 1.7004 -1.9356 -7.3619
O 1.0070 2.0150 -5.5298
C 1.0068 -1.5745 4.0352
C 0.3128 -0.9099 2.9253
C -1.0390 -0.8805 2.5628
C -1.1532 -0.1679 1.3909
N 0.1085 0.2145 1.0077
N 0.9746 -0.2695 1.9694
C -2.3123 0.2389 0.5765
H 0.7733 -1.0844 4.9961
H 0.6217 -2.6042 4.1021
H 2.0994 -1.6018 3.8979
H -1.8727 -1.2987 3.1231
H 1.9634 0.0012 1.9842
H -2.8015 -0.6098 0.1017
H -3.0816 0.6466 1.2319
H -2.1439 0.9869 -0.1965
*
```

Summary:
LUMO level (alpha / beta) = -0.606 / -0.672 Eh
HOMO-LUMO gap (alpha / beta) = 4.69 / 5.21 eV

Mulliken atomic charge list, values in e, 4 entries: atom 1 (Ru): 0.6831, atom 2 (Sm): 1.6635, atom 3 (Cl): -0.1699, atom 4 (Cl): -0.2042


Below is C8H8Cl5NaO7P2S as an isolated structure, with properties calculated with the ωB97M-V functional and the def2-TZVPD basis.

ORCA input file:
```
! wB97M-V def2-TZVPD RIJCOSX def2/J DEFGRID3
* xyz -2 1
Na -0.9849 -0.9746 -0.6748
Cl 0.6347 2.8362 -0.9075
C -1.1158 2.8765 -0.7135
C -1.7974 1.6740 -0.6871
C -3.1714 1.8073 -0.5543
Cl -4.1391 0.3440 -0.5223
C -3.8403 3.0258 -0.4465
Cl -5.5655 3.1176 -0.2847
C -3.0956 4.2037 -0.4697
Cl -3.8853 5.7410 -0.3318
C -1.7113 4.1332 -0.6069
Cl -0.7883 5.6024 -0.6396
O -1.8471 -2.0710 1.5739
P -2.0970 -3.3969 0.5914
O -3.0455 -4.3273 1.2430
O -2.3440 -2.7882 -0.7466
O -0.6236 -4.0541 0.6363
P 0.8611 -3.4015 0.5125
O 1.0244 -2.7527 2.0023
O 1.8680 -4.4747 0.3786
O 0.8046 -2.2803 -0.4876
H -2.3219 -2.1785 2.4023
H 0.2796 -2.1538 2.1439
C 3.9225 -1.4036 -0.5151
S 2.9103 0.0584 -0.2470
C 4.2349 1.2875 -0.2396
H 4.4190 -1.3599 -1.4869
H 3.2500 -2.2591 -0.4922
H 4.6692 -1.5111 0.2737
H 4.9522 1.1026 0.5632
H 3.7740 2.2620 -0.0753
H 4.7693 1.3150 -1.1920
*
```

Summary:
LUMO level = 0.147 Eh
HOMO-LUMO gap = 7.24 eV

Mulliken atomic charge list, values in e, 4 entries: atom 1 (Na): 0.8331, atom 2 (Cl): -0.2306, atom 3 (C): 1.0502, atom 4 (C): -1.7477


| no. | F_max (eV/Å) |
| --- | --- |
| 1 | 6.87 |
| 2 | 7.99 |
| 3 | 0.42 |
| 4 | 6.85 |
| 5 | 2.66 |
| 6 | 2.71 |
| 7 | 12.39 |
| 8 | 0.37 |